No. 1
A molecular structure, C36H43AsNO2S2SbY, computed with wB97M-V/def2-TZVPD.

Frontier orbital gap, eV: 7.949

```
! RIJCOSX wB97M-V def2-TZVPD def2/J DEFGRID3
* xyz 1 1
Y -0.3189 -0.8951 0.4789
S 2.3772 -1.2741 0.5473
C 1.9371 -1.1807 2.1879
N 0.6676 -0.9910 2.5169
C 0.4945 -0.9676 3.8828
C -0.7229 -0.8162 4.5392
C -0.7352 -0.8000 5.9185
C 0.4472 -0.9291 6.6440
C 1.6622 -1.0962 6.0045
C 1.6800 -1.1231 4.6204
S 3.0345 -1.3320 3.5319
H -1.6278 -0.7208 3.9552
H -1.6772 -0.6856 6.4354
H 0.4164 -0.9043 7.7222
H 2.5765 -1.2023 6.5635
C -2.3899 3.5869 1.1595
C -1.2087 4.4839 0.9476
C -1.3009 5.8330 1.2688
C -0.2373 6.6929 1.0624
C 0.9367 6.2124 0.5141
C 1.0445 4.8727 0.1843
C -0.0166 4.0107 0.4059
Sb 0.0833 1.9556 -0.2678
C -0.9089 2.2879 -2.1669
C -2.0454 1.5184 -2.3931
C -2.8102 1.6941 -3.5322
C -2.4509 2.6615 -4.4557
C -1.3135 3.4162 -4.2388
C -0.5229 3.2422 -3.1072
C 0.7132 4.0697 -2.9676
C 2.1700 1.7374 -0.7606
C 3.1042 2.2671 0.1201
C 4.4587 2.1008 -0.1079
C 4.8798 1.3746 -1.2087
C 3.9496 0.7767 -2.0403
C 2.5860 0.9399 -1.8294
C 1.5987 0.2396 -2.7159
H -3.1644 4.1046 1.7189
H -2.1072 2.6890 1.7180
H -2.8099 3.2862 0.1962
H -2.2219 6.2138 1.6835
H -0.3286 7.7355 1.3241
H 1.7693 6.8765 0.3345
H 1.9648 4.5122 -0.2522
H -2.3352 0.7483 -1.6861
H -3.6801 1.0775 -3.6937
H -3.0462 2.8184 -5.3423
H -1.0185 4.1649 -4.9592
H 1.0682 4.3673 -3.9515
H 1.5016 3.5163 -2.4560
H 0.4939 4.9720 -2.4002
H 2.7721 2.7991 1.0048
H 5.1776 2.5215 0.5789
H 5.9325 1.2549 -1.4063
H 4.2868 0.1567 -2.8603
H 2.1145 -0.4438 -3.3846
H 1.0339 0.9517 -3.3199
H 0.8837 -0.3535 -2.1153
C 2.0215 -4.8242 1.1005
C 0.5443 -5.1403 0.8882
As -0.4064 -3.6149 0.0304
C 0.4407 -3.5462 -1.7690
C 0.4764 -4.8399 -2.5750
C -2.1822 -4.4000 -0.4439
C -2.2566 -5.9235 -0.4253
H 2.5056 -5.6386 1.6349
H 2.1415 -3.9120 1.6883
H 2.5319 -4.6814 0.1482
H 0.0633 -5.3185 1.8578
H 0.4366 -6.0428 0.2799
H 1.4637 -3.1725 -1.6215
H -0.1265 -2.7804 -2.3207
H 1.0307 -5.6120 -2.0446
H 0.9739 -4.6626 -3.5257
H -0.5290 -5.1996 -2.7874
H -2.4256 -3.9947 -1.4345
H -2.9157 -3.9923 0.2619
H -1.5050 -6.3684 -1.0763
H -3.2367 -6.2472 -0.7706
H -2.1148 -6.2945 0.5894
C -4.3407 -1.3614 0.2878
C -2.8560 -1.1614 0.3372
O -2.2918 -0.8826 1.4259
O -2.1540 -1.2547 -0.7146
H -4.6771 -1.8162 1.2155
H -4.6165 -1.9634 -0.5730
H -4.8114 -0.3818 0.1894
*
```

Results of the Löwdin charge analysis, in e, for atoms 1 through 6:
1 Y 1.0334
2 S 0.6159
3 C -1.1110
4 N -0.1463
5 C -0.3089
6 C -0.0125

=====

No. 2
2 unconnected molecules or ions with the total composition C5H11NO2, computed with wB97M-V/def2-TZVPD.

Energy above the lowest of the compared OMol25 structures with the same formula, charge and spin, eV: 3.287
Frontier orbital gap (alpha / beta), eV: 7.465 / 3.804

```
! RIJCOSX wB97M-V def2-TZVPD def2/J DEFGRID3
* xyz 1 2
O 0.6777 -2.4004 -0.7798
C 0.2499 -1.3289 -1.1487
C -0.3808 -0.4249 -0.1825
C -1.2180 0.7002 -0.7324
C -0.7459 2.1308 -0.8120
C 0.4375 3.1616 1.0747
N -0.6315 2.7709 0.5439
H 0.4186 -1.0302 -2.1485
H 0.4701 -0.0010 0.4045
H -1.0186 -1.0179 0.5121
H -2.2887 0.8247 -0.3437
H -1.4356 0.5175 -1.8086
H 0.1317 2.3983 -1.4457
H -1.5855 2.6239 -1.3311
H 1.4514 2.9155 0.8133
H 0.2600 3.7863 1.9325
H 1.1934 -3.2098 0.9135
H 0.7453 -4.4311 1.6887
O 1.3150 -3.6572 1.7641
*
```

Results of the Löwdin charge analysis, in e, for atoms 1 through 6:
1 O 0.0754
2 C -0.2277
3 C -0.1464
4 C -0.1987
5 C -0.1360
6 C 0.1595

=====

No. 3
A molecular structure, C3H5N2O2, computed with wB97M-V/def2-TZVPD.

Energy above the lowest of the compared OMol25 structures with the same formula, charge and spin, eV: 8.466
Frontier orbital gap (alpha / beta), eV: 7.985 / 7.965

```
! RIJCOSX wB97M-V def2-TZVPD def2/J DEFGRID3
* xyz 1 1
C 0.4217 1.2688 -0.1966
C 0.1919 -0.1689 -0.0967
C 1.0079 -1.3466 0.1647
N -0.7589 1.8370 -0.1082
N -1.1039 -0.2668 -0.0535
O -2.2655 -1.5942 0.1390
O -1.7142 0.9024 0.0585
H 1.4077 1.8344 -0.4874
H 0.8785 -2.2414 -0.4765
H 0.9385 -1.8190 1.1411
H 2.1287 -1.1014 0.1453
H -1.1325 2.6957 -0.2297
*
```

Results of the Löwdin charge analysis, in e, for atoms 1 through 6:
1 C 0.1534
2 C -0.1855
3 C 0.0053
4 N 0.1808
5 N 0.0188
6 O -0.0659

=====

No. 4
2 unconnected molecules or ions with the total composition C2H6N2O, computed with wB97M-V/def2-TZVPD.

Energy above the lowest of the compared OMol25 structures with the same formula, charge and spin, eV: 1.913
Frontier orbital gap (alpha / beta), eV: 8.704 / 5.284

```
! RIJCOSX wB97M-V def2-TZVPD def2/J DEFGRID3
* xyz 1 2
O 1.8104 0.5801 2.1738
C 0.6433 0.5635 1.8896
H 0.4852 0.1899 0.8507
H -0.2191 0.8150 2.5203
N -1.2885 0.5738 -1.1087
C -1.0272 -0.6941 -1.1907
N 0.1058 -1.0990 -1.7583
H -2.1001 0.9091 -0.6072
H -0.5326 1.2199 -1.3294
H -1.8289 -1.3690 -0.8851
H 0.5692 -1.8881 -1.2920
*
```

Results of the Löwdin charge analysis, in e, for atoms 1 through 6:
1 O 0.0319
2 C -0.1324
3 H 0.0379
4 H 0.0921
5 N 0.2318
6 C -0.1892

=====

No. 5
A molecular structure, C45H38AsF5InN3O7P2S2, computed with wB97M-V/def2-TZVPD.

Energy above the lowest of the compared OMol25 structures with the same formula, charge and spin, eV: 0.000
Frontier orbital gap, eV: 8.438

```
! RIJCOSX wB97M-V def2-TZVPD def2/J DEFGRID3
* xyz 0 1
In -0.4199 -0.8104 -0.5511
F -1.3732 -0.3734 -7.0121
C -0.6272 -0.1177 -5.9519
C 0.1623 -1.1327 -5.3352
F 0.1135 -2.3288 -5.9376
C 0.8335 -0.9178 -4.1377
F 1.5627 -1.9568 -3.6401
C 0.6350 0.2742 -3.4579
S 1.2257 0.5605 -1.8205
C -0.1414 1.2469 -4.0597
F -0.2426 2.5017 -3.6234
C -0.7232 1.0618 -5.2762
F -1.3798 2.0086 -5.8785
O 2.1367 -4.5030 -1.6968
As 0.6952 -4.2510 -0.7731
O 0.6867 -5.2486 0.5732
O 0.7761 -2.5515 -0.5682
C -0.7045 -4.9144 -2.1104
C -0.3495 -6.1331 -2.6174
C -1.2124 -6.8105 -3.4655
C -2.4818 -6.2584 -3.7241
C -2.7912 -5.0657 -3.1901
C -1.8700 -4.3217 -2.4579
S -2.3494 -2.7574 -1.9117
O -1.2332 -1.8108 -2.4130
O -3.6405 -2.4787 -2.5020
O -2.3847 -2.8309 -0.4602
H 2.4636 -3.6443 -1.9727
H 0.6967 -6.4736 -2.4195
H -0.8639 -7.6389 -3.9578
H -3.2460 -6.7380 -4.3522
H -3.7792 -4.5967 -3.3238
C 3.7943 -0.1817 0.5386
P 3.3978 1.3371 1.5361
C 5.0253 2.2258 1.6515
C 5.4978 2.6549 2.8619
C 6.5164 3.6053 2.9793
C 7.1666 4.0400 1.7745
C 6.6558 3.6387 0.5825
C 5.6712 2.6896 0.5030
C 3.2188 0.6479 3.2586
C 4.1681 -0.2123 3.9223
C 3.9084 -0.6134 5.2405
C 2.7662 -0.1329 5.8760
C 1.8986 0.7371 5.2236
C 2.0928 1.0860 3.9581
H 4.4589 -0.7809 1.1633
H 4.3055 0.0539 -0.3921
H 2.8892 -0.7795 0.3576
H 5.0790 2.2111 3.7277
H 6.8939 3.9899 3.9581
H 7.9525 4.7365 1.8908
H 7.2116 4.0138 -0.2776
H 5.4560 2.3147 -0.4717
H 4.9024 -0.6997 3.3555
H 4.4235 -1.3540 5.8178
H 2.6954 -0.2265 6.9734
H 0.9581 1.0396 5.7918
H 1.3408 1.6627 3.4114
N 3.1445 4.8968 -0.2247
C 2.8878 5.8152 0.4582
H 3.4832 3.9630 -0.3152
C -5.9144 -1.4474 1.8099
C -6.0710 -0.9755 0.5204
C -5.0329 -0.1740 -0.0048
C -3.8274 0.0456 0.6375
C -3.6908 -0.4833 1.9444
C -4.7138 -1.2736 2.5459
P -2.3883 0.9560 -0.1272
C -3.0228 1.8447 -1.5301
C -3.5047 3.1383 -1.4313
C -3.8798 3.8489 -2.5054
C -3.8599 3.2245 -3.8125
C -3.5523 1.8966 -3.9190
C -3.1213 1.1957 -2.7534
C -1.7908 2.0978 1.1101
C -2.6972 2.8172 1.9265
C -2.2727 3.8577 2.7218
C -0.9148 4.2346 2.6794
C 0.0129 3.4443 1.9786
C -0.4153 2.4478 1.1146
H -6.6924 -2.1654 2.2491
H -7.0020 -1.3152 -0.0171
H -5.1275 0.2573 -0.9667
H -2.7588 -0.3347 2.4274
H -4.4811 -1.7200 3.4944
H -3.4078 3.6547 -0.4342
H -4.3475 4.7929 -2.3538
H -4.1840 3.8885 -4.6171
H -3.6963 1.2940 -4.8450
H -2.8332 0.1279 -2.8552
H -3.7655 2.5677 1.9877
H -2.8968 4.4382 3.4372
H -0.6439 5.2375 3.1372
H 1.0310 3.7577 2.0673
H 0.3312 1.9550 0.5593
N -0.7720 -3.1622 1.9732
C 0.0939 -2.1609 2.1099
N 1.0847 -2.3388 2.9421
O -0.0508 -1.0767 1.5112
H -0.4122 -4.1153 2.0931
H -1.4578 -3.0964 1.2257
H 0.9553 -3.0224 3.6515
H 1.6566 -1.5271 3.2116
*
```

Results of the Löwdin charge analysis, in e, for atoms 1 through 6:
1 In 0.5240
2 F 0.1440
3 C -0.1261
4 C -0.1138
5 F 0.1144
6 C -0.2270

=====

No. 6
2 unconnected molecules or ions with the total composition C7H15NO, computed with wB97M-V/def2-TZVPD.

Energy above the lowest of the compared OMol25 structures with the same formula, charge and spin, eV: 5.706
Frontier orbital gap, eV: 7.237

```
! RIJCOSX wB97M-V def2-TZVPD def2/J DEFGRID3
* xyz 0 1
C 0.6869 -0.7163 -0.7490
C -0.6519 -0.8202 -1.4396
C 0.9590 -1.8551 0.1858
C 1.8131 -0.3259 -1.6586
C -0.9571 0.5839 2.3063
N 0.2039 1.0019 0.1884
C -0.9120 1.2895 0.9860
C -1.8748 2.1185 0.5476
O 1.4143 0.5954 0.8243
H 0.3739 1.7390 -0.4956
H 1.8801 -1.0801 -2.4536
H -1.4667 -0.9328 -0.7262
H -0.6331 -1.7118 -2.0789
H -0.8564 0.0447 -2.0681
H 0.2115 -1.9007 0.9743
H 0.8957 -2.7878 -0.3923
H 1.9425 -1.7761 0.6371
H 2.7553 -0.2759 -1.1226
H 1.6235 0.6328 -2.1420
H -1.0861 -0.4925 2.1730
H -1.7783 0.9608 2.9137
H -0.0109 0.7289 2.8278
H -1.7785 2.6672 -0.3819
H -2.7542 2.3125 1.1438
*
```

Results of the Löwdin charge analysis, in e, for atoms 1 through 6:
1 C -0.3445
2 C -0.0631
3 C -0.0420
4 C -0.0463
5 C -0.0370
6 N -0.1233

=====

No. 7
3 unconnected molecules or ions with the total composition C6H16O2, computed with wB97M-V/def2-TZVPD.

Energy above the lowest of the compared OMol25 structures with the same formula, charge and spin, eV: 2.182
Frontier orbital gap, eV: 9.733

```
! RIJCOSX wB97M-V def2-TZVPD def2/J DEFGRID3
* xyz 0 1
C -1.3530 -0.9127 -0.3939
C -0.3444 -0.0672 -0.1488
C 0.2350 0.5504 -1.4635
C 1.1334 -0.4811 -2.0847
C 0.5631 0.1799 1.0137
C -0.1002 0.5363 2.3536
H -1.8779 -1.2455 -1.2797
H -1.7917 -1.2397 0.5598
H 0.6157 1.5361 -1.2032
H -0.6091 0.7460 -2.1182
H 0.6906 -1.1951 -2.7687
H 1.8010 -0.9807 -1.3439
H 1.9868 0.0284 -2.6013
H 1.2227 1.0515 0.8333
H 1.1995 -0.7542 0.9674
H 0.7494 0.6076 3.0633
H -1.0011 -0.1419 2.6160
H -0.6834 1.4356 2.2780
O 1.2237 -2.4175 1.8418
H 0.4093 -2.9101 2.0152
H 1.3925 -1.9243 2.6506
O -2.0856 2.8265 -1.6179
H -1.7669 2.2602 -2.3297
H -1.6094 2.5113 -0.8394
*
```

Results of the Löwdin charge analysis, in e, for atoms 1 through 6:
1 C 0.0426
2 C -0.3313
3 C -0.2515
4 C -0.1055
5 C -0.2527
6 C -0.1061

=====

No. 8
8 unconnected molecules or ions with the total composition C14H40BCl2F4O12, computed with wB97M-V/def2-TZVPD.

Energy above the lowest of the compared OMol25 structures with the same formula, charge and spin, eV: 2.150
Frontier orbital gap, eV: 8.563

```
! RIJCOSX wB97M-V def2-TZVPD def2/J DEFGRID3
* xyz -1 1
B 0.3977 -0.4097 -0.0748
F -0.9074 -0.4583 0.4223
F 0.6535 0.7415 -0.8570
F 1.2855 -0.4585 0.9873
F 0.6201 -1.6427 -0.7395
C -3.1417 -2.3442 -1.4283
C -4.2035 -1.8675 -2.3838
O -4.4497 -2.7757 -3.4332
O -3.7175 -3.4092 -0.6547
H -2.8857 -1.5004 -0.7878
H -2.2032 -2.6573 -1.8900
H -3.9011 -0.8755 -2.7422
H -5.1270 -1.7049 -1.8214
H -5.3772 -2.9859 -3.5348
H -4.0385 -4.0961 -1.2452
C 1.5519 0.0627 -4.1093
C 2.7247 -0.8620 -3.8463
O 3.2401 -0.7595 -2.5413
O 0.3596 -0.1690 -3.3310
H 1.2478 0.1044 -5.1562
H 1.8862 1.0870 -3.8928
H 3.4139 -0.7455 -4.6855
H 2.3818 -1.8894 -4.0237
H 2.5560 -0.8780 -1.8825
H 0.5707 -0.0096 -2.3820
C 2.9159 -3.7186 0.4410
C 4.1849 -2.9124 0.5501
O 4.7281 -3.2434 1.8368
O 1.8971 -3.0894 1.2308
H 3.0332 -4.7317 0.8194
H 2.5924 -3.7872 -0.6044
H 4.0590 -1.8288 0.5237
H 4.9707 -3.1719 -0.1614
H 4.0576 -3.1360 2.5188
H 1.5158 -2.3835 0.6793
C -2.6595 1.7887 3.0044
C -1.2667 1.7960 2.3942
O -0.3548 0.9690 3.1122
O -2.6981 1.5459 4.4012
H -3.2351 0.9330 2.6397
H -3.2153 2.6293 2.5777
H -0.7657 2.7551 2.6144
H -1.2310 1.8296 1.3023
H 0.5278 1.0650 2.7378
H -3.0077 2.3057 4.8996
C 2.8574 3.1576 0.9708
C 2.7231 4.4399 1.7621
O 3.2592 4.1788 3.0662
O 1.8899 2.2801 1.5678
H 3.8681 2.7494 0.9669
H 2.5841 3.3599 -0.0694
H 1.6950 4.7260 1.9951
H 3.2179 5.3001 1.3115
H 2.7613 3.4559 3.4605
H 1.7129 1.6097 0.8952
C -3.3519 -1.8690 2.1965
C -2.0379 -2.7130 2.3847
O -0.8993 -1.9762 2.6674
O -3.8031 -1.3350 3.4430
H -4.1123 -2.4671 1.6871
H -3.1262 -1.0756 1.4746
H -1.8370 -3.2810 1.4700
H -2.3136 -3.4032 3.1850
H -0.6285 -1.5125 1.8659
H -4.6973 -1.0228 3.2795
Cl -1.0843 5.0344 -3.7817
C -0.2182 3.5544 -3.3143
C 0.6898 3.8306 -2.0991
Cl -0.2735 4.3891 -0.7491
H 0.3807 3.0400 -4.0633
H -0.9324 2.8280 -2.9269
H 1.3970 4.6116 -2.3872
H 1.2935 2.9985 -1.7426
*
```

Results of the Löwdin charge analysis, in e, for atoms 1 through 6:
1 B -1.2511
2 F 0.1394
3 F 0.1173
4 F 0.1522
5 F 0.1150
6 C -0.2141

=====

No. 9
A gas-phase ion, C6H11N4 (charge -1), computed with wB97M-V/def2-TZVPD.

Energy above the lowest of the compared OMol25 structures with the same formula, charge and spin, eV: 0.000
Frontier orbital gap, eV: 8.353

```
! RIJCOSX wB97M-V def2-TZVPD def2/J DEFGRID3
* xyz -1 1
C -1.2269 0.7533 0.8538
C 0.9586 1.7452 0.1053
C -0.2662 -1.9230 -0.0516
C 1.5875 -0.8097 -1.3684
C 0.2692 0.4426 0.4534
C 0.2423 -0.6017 -0.6837
N -1.5115 1.5183 1.9408
N -2.2849 0.1193 0.3856
N -2.8338 1.4658 1.9771
N -3.3260 0.6806 1.1109
H 0.8082 2.5662 0.8413
H 1.9247 1.4427 -0.1863
H 0.3303 2.1500 -0.6942
H 0.5743 -2.1957 0.5815
H -1.1268 -1.5962 0.4547
H -0.3808 -2.7285 -0.7836
H 2.2419 -1.4145 -0.7845
H 1.4245 -1.2996 -2.3349
H 2.2731 0.0599 -1.6286
H 0.6956 -0.1150 1.3224
H -0.3732 -0.2600 -1.5109
*
```

Results of the Löwdin charge analysis, in e, for atoms 1 through 6:
1 C -0.4500
2 C -0.0831
3 C -0.0714
4 C -0.1093
5 C -0.3083
6 C -0.4179

=====

No. 10
A single C3H6N2O3 molecule, computed with wB97M-V/def2-TZVPD.

Energy above the lowest of the compared OMol25 structures with the same formula, charge and spin, eV: 4.921
Frontier orbital gap, eV: 10.348

```
! RIJCOSX wB97M-V def2-TZVPD def2/J DEFGRID3
* xyz 0 1
H -1.4873 1.4208 2.1039
N -1.1822 0.7568 2.8592
C -0.3676 -0.0811 2.2893
N -0.0640 -0.2886 0.9043
O -0.7640 0.4977 0.0458
C 0.0636 0.9206 -0.9328
O 0.0756 0.0259 -2.2217
C 0.9332 -0.9651 -2.3054
O 1.5672 -1.3401 -1.3252
H 0.0697 -0.7497 2.9694
H -0.0210 -1.1910 0.4840
H 1.0926 0.9495 -0.4643
H -0.4752 1.8363 -1.2397
H 0.5595 -1.7921 -3.1667
*
```

Results of the Löwdin charge analysis, in e, for atoms 1 through 6:
1 H 0.0481
2 N 0.0772
3 C -0.2313
4 N -0.0177
5 O -0.0917
6 C -0.1182

=====

No. 11
13 unconnected molecules or ions with the total composition H26O13, computed with wB97M-V/def2-TZVPD.

Energy above the lowest of the compared OMol25 structures with the same formula, charge and spin, eV: 1.083
Frontier orbital gap, eV: 9.891

```
! RIJCOSX wB97M-V def2-TZVPD def2/J DEFGRID3
* xyz 0 1
O 11.1511 9.2087 -8.3325
H 11.0285 8.3355 -7.9775
H 11.9748 9.2080 -8.8169
O 15.5700 7.7554 -4.4799
H 15.8387 7.3611 -5.3245
H 15.4713 8.6572 -4.7296
O 14.2785 8.7645 -7.1912
H 14.9712 8.6387 -7.8229
H 14.5435 9.4918 -6.6454
O 11.1827 11.5249 -6.8260
H 10.8015 11.4584 -5.9558
H 11.2105 10.6135 -7.1969
O 14.3012 10.1390 -2.5705
H 14.3335 9.1842 -2.7245
H 14.6082 10.2919 -1.6667
O 12.3691 9.1805 -5.1753
H 12.9560 8.8448 -5.8264
H 12.6498 10.0771 -4.9198
O 10.4107 11.5504 -4.2244
H 11.0265 11.5686 -3.4823
H 9.8828 12.3470 -4.0985
O 13.7110 12.0881 -5.9355
H 12.8744 11.7993 -6.3136
H 13.3940 12.8537 -5.3686
O 11.2216 6.6182 -6.7724
H 12.0971 6.2384 -6.8214
H 11.2243 6.9549 -5.8809
O 15.5944 10.3539 -5.1851
H 16.4640 10.6807 -5.4227
H 14.9531 11.0580 -5.3142
O 13.6246 6.4799 -8.4830
H 13.7863 7.2705 -7.9588
H 13.1798 6.7764 -9.2481
O 12.4616 11.9561 -2.4392
H 13.0422 11.1704 -2.4271
H 12.9940 12.7567 -2.4883
O 9.7318 9.1246 -5.3474
H 9.4818 9.8293 -4.7118
H 10.6757 9.3176 -5.3965
*
```

Results of the Löwdin charge analysis, in e, for atoms 1 through 6:
1 O -0.0242
2 H 0.0108
3 H 0.0419
4 O -0.0553
5 H 0.0427
6 H -0.0651